Density functional theory data (the ωB97M-V functional and the def2-TZVPD basis) for C12H14CaFIN2 as an isolated structure in a non-equilibrium geometry.

Positions of all 31 atoms, in Å:
C 2.332541 2.759854 1.231970
C 2.935321 1.374725 0.810065
H 1.554294 3.118800 0.537937
H 3.127853 3.517050 1.214027
H 1.947767 2.777075 2.270730
H 2.617232 1.030321 -0.189383
H 4.024475 1.469430 0.748766
H 2.764004 0.564534 1.574058
C -2.494740 1.576541 -0.002720
C -3.740438 1.317943 -0.593704
C -3.889250 0.139079 -1.323806
C -2.798744 -0.718014 -1.447890
H -2.339857 2.481703 0.597864
H -4.548956 2.029793 -0.454003
H -4.840595 -0.123378 -1.784738
H -2.852678 -1.643311 -2.015049
N -1.445154 0.740846 -0.090428
C -1.580062 -0.405608 -0.805855
C -0.420986 -1.349311 -0.807317
N 0.690976 -0.962161 -0.134932
C 1.709367 -1.832132 0.005651
C 0.571317 -3.518803 -1.275782
C 1.707063 -3.115304 -0.562632
H 2.546592 -1.506850 0.627832
H 2.574927 -3.758310 -0.421614
C -0.499501 -2.628897 -1.405281
H -1.408760 -2.905040 -1.929813
H 0.511098 -4.515958 -1.715969
Ca 0.662375 1.114419 1.437741
I -1.028048 3.139510 3.162733
F 1.610556 -0.168531 2.741543

Forces on atoms 1 to 6 (eV/Å):
C 1.3 0.5 -0.2
C 1.4 0.0 0.0
H 0.2 0.1 0.3
H -0.4 -0.2 0.0
H 0.2 0.1 -0.4
H 0.0 0.2 0.3

## Properties
Orbital gap in Ha: 0.249
Spin multiplicity: 1
Relative energy (zero: lowest compared OMol25 entry of this formula, charge and spin) in kJ/mol: 0.00
LUMO energy in eV: -0.83

Charges in e, computed with Löwdin, in the same order as the atoms: -0.251 -0.250 0.065 0.091 0.013 0.070 0.087 0.023 -0.140 -0.037 -0.050 -0.010 0.016 0.111 0.113 0.097 0.023 -0.199 -0.193 0.031 -0.109 -0.046 -0.038 0.108 0.110 -0.005 0.097 0.113 1.054 -0.219 -0.674